1.
20
Properties=species:S:1:pos:R:3:forces:R:3 method="wB97M-V/def2-TZVPD" s_squared=0.750 de_lowest_kcal_mol=1.8 total_charge=-1 total_energy_ev=-10490.5478 spin_multiplicity=2 gap_ev="3.216 / 11.064" largest_force_ha_per_bohr=0.01522
C -1.118 1.208 -1.535 -0.3 0.5 -0.1
C 0.111 0.628 -2.224 -0.2 -0.3 0.1
H -0.928 1.469 -0.495 0.3 0.1 0.1
H -1.957 0.515 -1.468 0.2 0.0 -0.3
H -1.456 2.127 -2.027 0.0 -0.1 0.0
H 0.590 -0.074 -1.540 0.2 0.0 -0.1
H -0.162 0.074 -3.127 0.0 0.1 0.0
H 0.848 1.385 -2.502 0.0 0.0 0.1
H 0.626 1.523 2.954 0.2 -0.1 0.2
H 0.887 1.501 1.486 0.1 0.1 -0.1
O 1.389 1.537 2.328 -0.4 0.2 -0.2
H 1.276 -1.808 0.891 -0.3 0.3 -0.2
H 0.542 -1.975 -0.467 0.0 0.0 0.0
O 0.396 -1.966 0.484 0.1 -0.3 0.0
H -3.279 -1.410 0.296 -0.1 0.1 -0.2
H -1.791 -1.334 0.352 0.3 0.1 -0.3
O -2.525 -1.242 -0.282 -0.1 -0.4 0.7
H 1.848 -1.285 2.718 0.1 0.1 0.2
H 2.222 0.043 2.072 0.0 -0.4 0.2
O 2.480 -0.917 2.086 0.1 -0.1 -0.1

***

2.
11
Properties=species:S:1:pos:R:3:forces:R:3 method="wB97M-V/def2-TZVPD" de_lowest_kcal_mol=52.3 total_charge=0 total_energy_ev=-6186.2776 gap_ev=9.684 largest_force_ha_per_bohr=0.12136
C 1.973 -0.274 -0.280 -0.9 4.0 1.8
C 0.836 0.570 0.082 4.0 -4.8 -0.7
C -1.524 0.417 -0.047 0.1 -2.0 2.0
H 3.053 0.195 -0.258 -2.4 -1.0 -0.6
H 1.894 -1.386 -0.188 0.0 1.2 -0.1
H 0.703 1.636 0.022 0.5 0.2 0.0
H -0.058 -1.123 0.432 -0.8 -0.4 0.1
H -1.547 1.492 -0.083 0.5 0.4 -0.3
H -2.443 -1.178 0.002 -0.3 -0.3 -0.2
N -0.274 -0.147 0.559 -1.8 2.7 -2.1
N -2.614 -0.204 -0.240 1.1 0.2 0.1

***

3.
22
Properties=species:S:1:pos:R:3:forces:R:3 method="wB97M-V/def2-TZVPD" de_lowest_kcal_mol=46.5 total_charge=0 total_energy_ev=-10901.3944 gap_ev=10.184 largest_force_ha_per_bohr=0.04361
C 0.104 -1.777 -0.996 -0.4 0.4 -0.4
C 1.030 -0.969 -0.136 0.1 -2.0 1.0
C -0.136 2.044 -0.915 -0.2 0.3 0.5
N -0.961 1.100 -0.993 -0.8 0.1 0.4
N 2.180 -0.559 -0.466 0.1 0.8 0.3
H 2.419 -0.716 -1.445 -0.3 -0.1 0.0
H -0.253 -2.673 -0.493 0.0 0.0 0.1
H -0.749 -1.133 -1.221 0.0 -0.3 0.0
H 0.568 -2.055 -1.942 0.1 0.0 0.0
H 0.916 1.817 -0.817 0.3 -0.1 -0.4
H -0.416 3.097 -0.813 -0.2 0.1 -0.1
C 1.071 0.265 2.113 -0.2 0.2 0.2
C -2.407 1.394 -0.926 0.8 0.1 -0.5
C 0.727 -1.001 1.404 1.0 0.8 -1.1
N 0.439 -2.029 2.070 -0.3 -0.4 0.3
H 0.313 -2.889 1.537 0.0 0.2 -0.3
H 0.989 0.133 3.188 -0.1 0.0 0.0
H 2.089 0.552 1.859 0.0 0.1 -0.1
H -2.811 1.149 -1.909 -0.2 0.0 0.0
H -2.886 0.747 -0.192 0.1 0.0 0.0
H -2.623 2.444 -0.696 0.0 -0.1 0.0
H 0.398 1.059 1.789 0.0 0.1 0.0

***

4.
41
Properties=species:S:1:pos:R:3:forces:R:3 method="wB97M-V/def2-TZVPD" de_lowest_kcal_mol=23.1 total_charge=-1 total_energy_ev=-42876.5177 gap_ev="5.103 / 5.102" largest_force_ha_per_bohr=0.03499
Rh -1.506 -0.935 -1.377 -0.2 -1.8 -0.2
C 1.753 -2.909 -2.154 -0.5 0.1 -0.1
Si 0.817 -1.375 -1.487 -0.5 0.3 0.8
C 1.786 0.087 -2.301 -0.4 -0.2 0.0
C 1.377 -1.304 0.354 0.1 0.0 -0.4
C 2.731 -1.281 0.695 0.1 0.0 0.1
C 3.146 -1.190 2.016 0.0 0.0 0.0
C 2.197 -1.131 3.029 0.0 0.0 0.0
C 0.848 -1.169 2.701 0.1 0.0 0.1
C 0.422 -1.250 1.374 -0.4 0.0 0.1
Si -1.458 -1.264 0.954 0.7 0.0 -0.6
C -2.149 0.213 1.989 0.0 -0.1 -0.4
C -2.116 -2.769 1.941 -0.1 0.2 -0.4
H 2.828 -2.795 -1.991 0.0 0.1 0.1
H 1.589 -3.048 -3.226 0.0 0.0 0.0
H 1.422 -3.816 -1.645 0.0 0.0 0.0
H 2.866 -0.035 -2.174 0.0 0.0 0.0
H 1.491 1.036 -1.846 0.0 0.0 0.0
H 1.573 0.141 -3.373 0.0 0.0 0.0
H 3.484 -1.326 -0.088 0.0 0.0 0.0
H 4.204 -1.165 2.258 0.0 0.0 0.0
H 2.507 -1.056 4.066 0.0 0.0 0.0
H 0.113 -1.133 3.501 0.0 0.0 0.0
H -1.991 0.045 3.057 0.0 0.0 0.0
H -3.221 0.347 1.822 0.0 0.0 0.0
H -1.643 1.143 1.712 0.0 0.0 0.0
H -1.892 -2.644 3.005 0.0 0.1 0.0
H -1.647 -3.692 1.596 0.0 0.0 0.0
H -3.197 -2.880 1.829 0.0 0.0 0.0
Te -2.769 -2.905 -2.294 0.8 0.3 0.7
C -1.478 3.922 -0.004 -0.1 0.0 0.1
N -1.560 3.455 -1.381 0.1 0.1 -0.1
C -0.749 4.186 -2.349 0.0 0.0 0.0
C -1.765 2.168 -1.607 0.1 0.0 0.0
N -1.976 1.056 -1.852 0.2 1.1 0.3
H -1.854 4.945 0.046 0.0 0.0 0.0
H -0.448 3.909 0.364 0.0 -0.1 0.0
H -2.090 3.290 0.636 0.0 0.0 0.0
H -1.101 5.217 -2.401 0.0 0.0 0.0
H -0.854 3.726 -3.328 0.0 0.0 0.0
H 0.308 4.186 -2.067 0.0 0.0 0.0

***

5.
39
Properties=species:S:1:pos:R:3:forces:R:3 method="wB97M-V/def2-TZVPD" de_lowest_kcal_mol=125.8 total_charge=0 total_energy_ev=-27036.4928 gap_ev=9.352 largest_force_ha_per_bohr=0.04732
H -0.876 -0.639 -0.728 0.2 0.4 0.1
H 0.520 -0.043 -0.812 -0.5 0.1 -0.1
H 1.969 -2.704 -4.805 0.0 -0.1 0.0
H 1.198 -3.350 -3.666 0.1 0.0 0.0
H -0.545 -1.491 -3.683 -0.2 0.1 0.1
H 0.207 -0.392 -4.417 -0.1 0.1 0.0
H -1.520 -4.488 -1.138 -0.1 0.1 -0.1
H -0.627 -4.752 -2.340 -0.1 0.0 0.0
H -0.120 -0.963 3.209 -0.1 0.1 -0.2
H -0.951 0.035 3.999 0.0 0.0 -0.1
H -3.446 1.882 0.958 -0.5 -0.2 -0.2
H -4.356 2.559 1.969 0.0 0.0 0.0
H 2.491 1.744 2.713 -0.1 0.3 0.2
H 1.811 0.667 3.543 0.0 0.0 0.1
H 2.698 0.762 0.946 -0.3 0.5 -0.1
H 3.553 0.456 -0.273 0.2 -0.1 -0.1
H 1.298 3.412 0.124 -0.1 0.1 -0.1
H 0.746 2.164 -0.545 -0.1 -0.1 0.0
H -3.840 2.403 -1.854 0.0 0.1 0.0
H -2.768 3.249 -1.187 -0.1 0.1 -0.1
H 1.586 -0.941 0.822 -0.6 0.0 0.0
H 0.622 -2.115 0.855 0.0 0.0 0.0
H -2.129 1.726 2.399 0.2 0.1 0.0
H -1.809 2.332 1.042 0.3 0.2 0.2
H 3.164 -0.760 1.884 0.3 -0.2 0.2
H 2.656 -2.191 1.815 0.2 -0.1 0.2
O -0.410 0.204 -0.768 -1.0 1.6 -1.6
O 1.760 -3.562 -4.420 -0.1 0.2 0.1
O -0.666 -0.619 -4.077 0.2 -0.2 -0.1
O -1.268 -4.121 -1.994 0.2 0.0 0.1
O -1.020 -0.793 3.511 0.1 -0.1 0.3
O -4.061 2.618 1.053 -0.2 -0.1 0.5
O 1.678 1.557 3.196 0.2 -0.2 -0.1
O 2.736 0.893 -0.008 1.3 -1.9 0.4
O 1.551 2.687 -0.459 -1.0 1.7 -0.1
O -3.705 3.249 -1.413 0.2 -0.1 -0.5
O 0.748 -1.246 0.457 0.7 -2.0 0.7
O -1.392 1.931 1.813 0.0 -0.1 0.0
O 2.518 -1.357 2.278 0.7 0.0 0.5

***

6.
39
Properties=species:S:1:pos:R:3:forces:R:3 method="wB97M-V/def2-TZVPD" de_lowest_kcal_mol=146.7 total_charge=0 total_energy_ev=-32496.6126 gap_ev=3.606 largest_force_ha_per_bohr=0.10142
C -3.794 0.249 2.265 -1.6 -0.4 -0.9
C -2.701 -0.689 2.544 2.1 -0.5 2.3
C -2.317 -2.005 2.440 -1.1 0.7 -1.0
C -0.970 -2.062 2.871 1.5 1.4 -0.1
C -0.509 -0.807 3.217 -5.0 -0.2 1.5
B 1.285 3.118 0.634 -0.4 -1.0 0.9
F 0.609 2.212 -0.091 0.3 0.8 0.6
F 0.933 3.339 1.924 -0.5 0.1 -1.4
F 0.338 -0.255 4.057 0.8 -0.7 -0.1
O -1.674 -0.075 3.280 0.0 1.6 -2.0
H -4.768 -0.303 2.163 0.8 0.5 0.1
H -3.875 0.947 3.098 0.0 0.1 -0.2
H -3.658 0.812 1.305 0.1 -0.4 0.9
H -2.936 -2.824 2.043 0.6 0.6 0.1
H -0.250 -2.757 2.679 1.3 -2.6 -0.3
F 3.955 1.194 6.795 -0.2 0.3 -0.9
C 3.620 1.580 5.526 -0.1 -1.2 -0.7
C 3.475 2.936 5.238 0.2 0.8 -0.4
C 3.400 3.294 3.880 -0.2 0.5 0.7
C 3.120 2.330 2.932 0.6 0.3 -1.8
C 2.972 0.946 3.238 -1.3 -0.6 0.3
C 2.304 -0.040 2.378 4.1 2.8 -1.1
C 3.135 -1.250 2.241 -0.3 -2.8 0.1
C 4.265 -1.192 1.366 -0.5 0.6 0.8
C 5.340 -2.071 1.506 -1.3 0.0 0.1
C 5.195 -3.115 2.413 0.1 0.0 0.9
C 4.039 -3.267 3.221 0.2 -0.3 -0.7
C 2.922 -2.450 3.025 1.2 1.6 -0.6
C 3.461 0.609 4.534 0.6 -0.5 1.3
H 3.511 3.698 6.028 0.3 -0.5 -0.4
H 3.572 4.342 3.545 -0.4 -0.9 0.5
H 3.212 2.623 1.855 -0.2 -0.4 1.1
H 2.182 0.461 1.395 -1.2 -0.2 0.2
H 4.340 -0.358 0.657 0.0 -0.2 0.5
H 6.255 -1.868 0.952 -0.2 -0.4 0.0
H 6.030 -3.798 2.527 -0.1 0.0 0.3
H 4.024 -4.009 4.032 -0.1 0.0 -0.8
H 1.942 -2.677 3.462 0.6 0.5 0.3
H 3.791 -0.429 4.736 -0.8 0.6 0.1

***

7.
15
Properties=species:S:1:pos:R:3:forces:R:3 method="wB97M-V/def2-TZVPD" smiles="C=N.CNC" de_lowest_kcal_mol=45.8 total_charge=0 total_energy_ev=-6251.4405 gap_ev=9.309 largest_force_ha_per_bohr=0.04122
C 0.569 -2.675 -0.446 -0.5 -1.6 1.2
N 0.115 -2.090 -1.472 1.4 0.5 0.5
H 1.285 -3.518 -0.390 0.6 0.8 -0.8
H 0.155 -2.618 0.569 -0.7 0.7 -0.4
H 0.837 -2.248 -2.186 -0.8 -0.3 -0.5
C 0.530 0.691 1.064 0.1 1.0 0.0
N -0.008 1.913 0.473 1.3 -1.2 -1.1
C -1.112 1.709 -0.472 -0.9 0.8 1.7
H 1.300 0.999 1.771 0.0 -0.1 0.2
H 1.057 0.111 0.309 -0.4 -0.3 -0.1
H -0.233 0.120 1.604 0.1 -0.4 -0.1
H -0.147 2.602 1.186 -0.6 0.2 -0.1
H -1.147 0.789 -1.055 0.9 0.0 0.1
H -2.008 1.635 0.166 -0.4 0.1 -0.6
H -1.192 2.581 -1.120 -0.1 -0.1 -0.1

***

8.
48
Properties=species:S:1:pos:R:3:forces:R:3 method="wB97M-V/def2-TZVPD" de_lowest_kcal_mol=541.4 total_charge=0 total_energy_ev=-40465.9877 gap_ev=8.234 largest_force_ha_per_bohr=0.33415
C -6.396 -1.208 2.644 3.6 -7.5 -5.1
C -5.483 -0.762 1.380 -5.0 -9.2 4.5
C -5.071 -1.578 0.392 -4.4 -6.3 3.5
C -4.420 -1.303 -0.697 1.3 -3.1 -1.4
C -4.093 -0.109 -0.959 -2.9 9.3 8.0
C -4.570 0.901 0.201 0.9 -0.5 -2.5
C -5.364 0.447 1.409 6.3 12.2 -7.1
H -5.588 1.335 1.849 -1.4 1.5 2.7
O -4.277 2.357 0.025 -1.9 -4.0 4.0
C -3.406 2.792 -0.942 1.5 9.0 12.4
C -2.086 2.578 -0.863 6.5 -8.1 -8.7
N -1.509 1.747 -1.848 1.4 -0.4 2.4
N -0.121 1.298 -1.415 -4.2 5.9 3.2
C -0.041 2.208 -0.134 -2.1 -6.4 -9.3
S 1.297 2.243 0.734 1.1 3.4 5.7
C 2.356 1.225 -0.049 3.5 -1.1 -4.3
H 2.533 1.567 -1.102 -0.8 -0.1 0.4
H 1.957 0.209 -0.198 0.5 0.1 0.5
C 3.847 1.367 0.521 -5.5 1.1 7.1
O 3.790 1.905 1.759 1.8 -1.9 -5.8
N 4.731 0.605 -0.064 3.9 7.8 14.8
C 4.617 -0.109 -1.011 1.9 -8.4 -14.5
H 3.790 0.055 -1.641 -1.3 0.0 -0.6
C 4.862 -1.628 -0.626 0.6 0.6 -9.4
C 6.238 -1.689 -0.288 -2.6 -7.1 10.9
C 6.350 -0.922 1.167 -0.9 -5.4 0.4
C 6.040 0.319 0.751 -2.1 11.9 1.8
H 6.002 1.323 1.589 -0.4 -3.4 -1.6
H 6.762 0.807 0.212 2.0 0.7 -2.3
H 7.261 -1.059 1.761 0.0 0.3 -0.6
H 5.494 -1.132 1.825 0.3 -1.3 0.0
H 6.325 -2.925 0.134 0.2 3.1 -1.3
H 7.105 -1.568 -0.686 4.6 1.4 -4.1
H 4.896 -2.410 -1.729 -0.7 2.7 2.7
H 4.062 -2.066 -0.164 -1.4 -1.0 2.3
H 5.597 0.316 -1.786 -2.3 -2.0 1.1
O -1.197 2.728 -0.015 1.8 4.5 8.2
H -3.859 2.593 -1.648 -6.1 -3.3 -13.9
H -3.491 3.969 -0.787 -0.3 -1.8 -0.5
H -3.636 0.489 -1.560 3.2 2.0 -4.7
C -3.971 -2.332 -1.558 -5.2 0.4 -4.9
H -4.194 -3.196 -1.085 0.2 -3.4 0.9
H -4.835 -2.260 -2.534 2.4 -0.6 2.4
H -3.104 -2.160 -2.058 2.8 0.0 -0.9
H -5.613 -2.646 0.455 1.8 2.0 0.0
H -5.709 -1.958 3.162 -1.0 1.1 0.0
H -6.669 -0.475 3.216 -1.6 4.2 3.1
H -7.206 -1.885 2.263 0.3 1.0 0.5